[1]
The following is a quantum chemistry calculation of an isolated molecule of C5H12N2 in a non-equilibrium geometry, from OMol25.

Cartesian coordinates (Å):
C1 0.020696 0.812377 0.332945
C2 -0.236659 -1.235535 -1.240911
C3 -1.413847 0.693005 0.707953
C4 0.775831 1.969404 0.869127
C5 0.625968 -0.105763 -0.648350
N1 -0.510904 -2.192877 -0.181543
N2 1.626111 -0.515042 0.274233
H1 0.941932 0.595036 -1.452334
H2 2.525062 -0.512711 -0.203691
H3 0.237527 -2.864595 -0.026348
H4 -1.338560 -2.775256 -0.215762
H5 0.341340 -1.666103 -2.069186
H6 -1.168591 -0.831018 -1.654440
H7 -2.054995 0.573076 -0.168314
H8 0.205858 2.898680 0.799640
H9 -1.540598 -0.231783 1.286076
H10 -1.774254 1.557294 1.263109
H11 1.757769 2.039803 0.395559
H12 0.980315 1.792008 1.932238

Force components x, y, z for each atom (eV/Å):
C -0.6 0.5 -0.5
C 0.2 -0.1 0.3
C 0.1 -0.5 0.5
C 0.4 -0.2 0.1
C -0.4 1.1 -0.3
N -0.1 -1.0 0.6
N -0.2 -1.6 -0.1
H 0.3 -0.6 -0.2
H 0.4 0.8 0.3
H 0.1 0.7 0.0
H -0.2 0.5 -0.7
H -0.1 0.0 0.0
H 0.2 -0.1 0.1
H 0.2 0.0 -0.1
H 0.0 0.1 -0.1
H -0.2 0.1 0.1
H 0.1 -0.1 0.2
H -0.1 0.2 0.0
H -0.1 0.1 0.0

Values from the calculation:
Charge: 0
Relative energy (zero: lowest compared OMol25 entry of this formula, charge and spin) in kcal per mole: 94.6
Largest force on an atom in eV Å⁻¹: 1.59
DFT total energy in Eh: -307.07864
Frontier orbital gap (spin up / spin down) in eV: 9.057 / 7.189
HOMO energy (spin up / spin down) in eV: -8.37 / -7.08

[2]
The following is a quantum chemistry calculation of an isolated molecule of C5H12N2 in a non-equilibrium geometry, from OMol25.

Cartesian coordinates (Å):
C1 -1.566505 0.658426 0.064884
C2 -0.168399 1.153264 0.518025
C3 0.861961 0.043954 0.492230
C4 1.507871 -0.307972 1.616317
C5 0.650910 -0.312372 -2.004288
N1 1.243157 -0.589971 -0.693538
N2 -1.946132 -0.564677 0.789761
H1 -1.426337 0.354226 -0.963132
H2 -2.326426 1.390133 0.329331
H3 -0.287474 1.276880 1.601304
H4 0.148776 2.085829 0.058684
H5 1.198575 0.165274 2.538371
H6 2.497644 -0.748283 1.682771
H7 1.406375 -0.552680 -2.747305
H8 -0.249535 -0.917614 -2.172557
H9 0.364753 0.727450 -2.104347
H10 1.393429 -1.577272 -0.578582
H11 -2.071071 -1.354358 0.158015
H12 -1.231572 -0.930241 1.414052

Force components x, y, z for each atom (eV/Å):
C 1.2 -0.9 0.6
C -0.9 -1.4 1.2
C 1.0 -0.2 -0.3
C 0.1 1.0 0.7
C 0.1 -0.4 0.6
N -0.6 0.4 -0.6
N -0.1 -1.0 0.1
H -0.9 0.7 -0.5
H 0.1 0.3 -0.8
H 0.1 0.7 -0.2
H 0.1 0.0 -0.1
H -0.1 0.0 0.1
H -0.4 -0.6 -0.4
H -0.1 0.1 -0.3
H 0.1 0.0 -0.2
H 0.2 0.2 0.0
H 0.3 0.0 0.2
H -0.2 0.4 0.0
H 0.1 0.5 0.1

Values from the calculation:
Charge: 0
Relative energy (zero: lowest compared OMol25 entry of this formula, charge and spin) in kcal per mole: 39.6
Largest force on an atom in eV Å⁻¹: 2.03
SMILES: C=C(CCN)NC
DFT total energy in Eh: -307.16616
Frontier orbital gap in eV: 8.911
HOMO energy in eV: -7.97

[3]
The following is a quantum chemistry calculation of an isolated molecule of C5H12N2 in a non-equilibrium geometry, from OMol25.

Cartesian coordinates (Å):
C1 -0.573990 -2.069739 1.371226
C2 -0.172941 -1.184570 0.172568
C3 -0.675614 0.273177 0.339280
C4 -0.140075 1.234991 -0.734152
C5 2.055409 2.042982 -0.094881
N1 0.789528 2.277139 -0.165154
N2 -1.080251 -1.758872 -0.894402
H1 -0.846585 -3.021140 0.905597
H2 -1.412930 -1.557534 1.825608
H3 0.274678 -2.366638 1.997982
H4 0.938073 -1.241210 -0.185439
H5 -1.742511 0.093208 0.171389
H6 -0.536787 0.558215 1.434443
H7 0.256906 0.617734 -1.676720
H8 -0.938624 1.817971 -1.170779
H9 2.812109 1.239281 -0.241183
H10 2.539393 2.835597 0.359951
H11 -1.628434 -2.488767 -0.541746
H12 -0.636961 -1.895631 -1.786453

Force components x, y, z for each atom (eV/Å):
C 1.5 -0.2 -0.8
C -0.2 -0.7 -1.5
C 0.3 -0.7 1.1
C 1.0 -0.3 -1.0
C -1.6 0.0 0.3
N 1.2 -2.4 -1.1
N 1.7 2.1 -0.7
H -0.3 0.0 0.6
H 0.0 -0.4 0.7
H -0.4 0.7 0.5
H -1.9 0.0 0.9
H 0.1 0.6 0.3
H 0.1 0.3 -1.5
H -0.3 1.2 2.1
H -0.4 0.1 0.1
H -1.4 -0.4 -0.7
H 1.2 1.8 0.9
H -0.5 -1.2 -0.2
H -0.2 -0.4 0.0

Values from the calculation:
Charge: 0
Relative energy (zero: lowest compared OMol25 entry of this formula, charge and spin) in kcal per mole: 64.0
Largest force on an atom in eV Å⁻¹: 2.89
SMILES: C=NCC[C@@H](C)N
DFT total energy in Eh: -307.12728
Frontier orbital gap in eV: 10.039
HOMO energy in eV: -8.95

[4]
The following is a quantum chemistry calculation of a structure of composition C5H12N2 in a non-equilibrium geometry, from OMol25.

Cartesian coordinates (Å):
C1 0.477446 1.053789 1.441500
C2 0.712110 -0.394623 1.144842
C3 0.067825 -0.960843 -0.098730
C4 -1.432762 -1.065527 -0.239288
C5 -1.272957 -0.606490 -1.608353
H1 1.152818 1.339793 -0.498514
H2 2.207950 1.692434 0.552494
H3 -0.648893 1.381210 1.661272
H4 0.942969 1.231917 2.532217
H5 0.440594 -1.048268 2.086273
H6 1.853620 -0.330770 1.279176
H7 0.397014 -2.024272 -0.303290
H8 -1.736240 -2.163292 -0.033751
H9 -2.020566 -0.358157 0.347632
H10 -1.947494 0.129907 -2.034113
H11 -1.083392 -1.436962 -2.243472
H12 -0.078566 0.876275 -1.070747
N1 1.210734 1.906492 0.465117
N2 0.105011 -0.113300 -1.338689

Force components x, y, z for each atom (eV/Å):
C -0.9 1.8 3.1
C 1.1 -1.3 2.9
C 1.0 -0.4 0.2
C -1.5 -2.3 3.0
C 0.7 0.1 -2.1
H 0.1 2.1 2.6
H 0.0 0.5 0.8
H 2.2 -0.6 -1.2
H -0.9 -0.2 -2.4
H 0.1 1.0 -1.8
H -1.3 -1.2 -1.2
H 0.5 1.3 -0.1
H -0.3 1.9 -0.4
H 0.1 -0.2 0.3
H -0.1 -0.1 -0.1
H -0.6 -0.7 -1.1
H 0.1 -1.1 -0.1
N -0.2 -2.0 -2.6
N -0.2 1.2 0.0

Values from the calculation:
Charge: 0
Relative energy (zero: lowest compared OMol25 entry of this formula, charge and spin) in kcal per mole: 75.7
Largest force on an atom in eV Å⁻¹: 4.12
DFT total energy in Eh: -307.10875
Frontier orbital gap in eV: 10.269
HOMO energy in eV: -9.22

[5]
The following is a quantum chemistry calculation of an isolated molecule of C5H12N2 in a non-equilibrium geometry, from OMol25.

Cartesian coordinates (Å):
C1 0.544193 -1.336863 -2.048331
C2 0.821391 -1.537230 -0.563860
C3 1.171034 -0.226935 0.189326
C4 0.172473 0.901654 -0.077921
N1 -1.103639 0.735743 0.555945
C5 -1.496726 1.543508 1.596097
N2 -2.372196 1.189685 2.446345
H1 0.405763 -2.258521 -2.606978
H2 -0.381394 -0.767914 -2.128201
H3 1.335620 -0.738518 -2.501006
H4 1.700199 -2.167751 -0.404609
H5 -0.031539 -1.995889 -0.059200
H6 2.150552 0.092377 -0.168442
H7 1.156274 -0.451690 1.252875
H8 0.632582 1.792813 0.365776
H9 0.169681 1.208230 -1.128901
H10 -1.775583 0.032613 0.288794
H11 -0.926014 2.480357 1.603953
H12 -2.172670 1.504332 3.388340

Force components x, y, z for each atom (eV/Å):
C -0.2 0.4 0.5
C 0.5 0.3 0.5
C -1.0 -0.6 -1.1
C 1.1 1.1 0.2
N -1.0 0.7 -0.4
C 0.6 -0.5 0.3
N 0.4 -1.0 -0.1
H 0.1 -0.1 0.1
H -0.1 0.1 -0.3
H 0.0 -0.1 -0.2
H -0.2 -0.3 -0.1
H 0.0 -0.2 -0.1
H 0.1 0.1 0.3
H 0.4 0.2 0.1
H -0.2 0.0 0.3
H -0.5 -0.5 -0.2
H 0.3 -0.3 0.1
H 0.3 -0.2 0.4
H -0.7 1.1 -0.3

Values from the calculation:
Charge: 0
Relative energy (zero: lowest compared OMol25 entry of this formula, charge and spin) in kcal per mole: 26.2
Largest force on an atom in eV Å⁻¹: 1.60
SMILES: [H]/N=C/NCCCC
DFT total energy in Eh: -307.18758
Frontier orbital gap in eV: 9.594
HOMO energy in eV: -8.55

[6]
The following is a quantum chemistry calculation of an isolated molecule of C5H12N2 in a non-equilibrium geometry, from OMol25.

Cartesian coordinates (Å):
C1 1.995963 0.952716 -1.158841
C2 0.856957 0.009140 -1.635764
C3 0.238314 -0.899156 -0.545498
C4 -0.627924 -0.272903 0.490743
C5 -1.851799 -0.713095 0.797151
N1 -2.593983 -0.189541 1.853630
N2 -0.011900 0.699464 1.381512
H1 1.687326 2.003735 -1.152084
H2 2.840208 0.989755 -1.853698
H3 2.290081 0.767848 -0.122140
H4 1.305587 -0.610334 -2.414474
H5 0.034975 0.639004 -1.972930
H6 -0.325689 -1.651497 -1.122635
H7 1.018044 -1.529830 -0.092356
H8 -2.409590 -1.376420 0.148654
H9 -3.506028 -0.561952 1.998869
H10 -2.093035 0.113808 2.659638
H11 0.700689 0.248570 1.945520
H12 0.451805 1.380690 0.794703

Force components x, y, z for each atom (eV/Å):
C -0.4 0.7 0.0
C 0.5 0.5 1.1
C 0.2 -1.0 -1.3
C 0.5 -0.3 0.6
C -0.4 1.0 0.1
N 0.1 -0.3 -0.7
N -0.4 -0.3 -0.4
H -0.3 0.0 0.0
H 0.1 -0.5 0.3
H 0.4 -0.3 -0.3
H -0.6 0.0 -0.2
H 0.0 -0.2 -0.7
H -0.3 0.2 0.3
H 0.2 0.4 0.2
H 0.2 -0.2 0.0
H -0.2 -0.2 0.2
H 0.2 0.3 0.2
H 0.1 0.0 0.0
H 0.1 0.2 0.3

Values from the calculation:
Charge: 0
Relative energy (zero: lowest compared OMol25 entry of this formula, charge and spin) in kcal per mole: 24.6
Largest force on an atom in eV Å⁻¹: 1.63
SMILES: CCC/C(N)=C/N
DFT total energy in Eh: -307.19007
Frontier orbital gap in eV: 8.707
HOMO energy in eV: -7.65

Number 1: molar mass 100.16 g/mol. Number 2: molar mass 100.16 g/mol. Number 3: molar mass 100.16 g/mol. Number 4: molar mass 100.17 g/mol. Number 5: molar mass 100.16 g/mol. Number 6: molar mass 100.16 g/mol.